# 1
Molecular formula: C23H25F13O11
Method: DFT, ωB97M-V/def2-TZVPD

```
! wB97M-V def2-TZVPD RIJCOSX def2/J DEFGRID3
* xyz 0 1
C -1.66803 1.17494 2.38204
C -1.96025 1.41895 1.10743
C -0.94591 1.43590 -0.00009
C -0.97003 2.66638 -0.84443
C -1.57844 3.84153 -0.66975
F -2.33147 4.28065 0.32574
C -1.30711 4.75633 -1.81593
O -1.51610 5.91306 -1.95034
O -0.66355 3.97496 -2.76589
C -0.25990 2.80635 -2.14946
O 0.55505 2.07257 -2.61496
H -0.63429 1.07820 2.69243
H -2.46699 1.11825 3.11066
H -2.98344 1.65905 0.82757
H -1.15455 0.58240 -0.65834
H 0.06476 1.25931 0.37867
C 2.27928 4.75866 -4.43641
C 2.28309 4.52948 -2.94213
O 3.61627 4.59773 -2.38744
C 4.13202 5.80693 -2.23768
O 3.61787 6.85369 -2.49618
C 5.53790 5.68596 -1.61814
F 6.27901 4.78117 -2.26651
F 5.43657 5.29658 -0.33676
F 6.17573 6.84957 -1.65253
H 2.94415 4.04914 -4.92985
H 1.27098 4.62860 -4.82726
H 2.61849 5.76325 -4.68470
H 1.93646 3.52428 -2.71423
H 1.63767 5.23838 -2.42219
C -6.06036 -2.80477 -2.89063
C -4.60835 -2.39564 -2.78028
O -4.32466 -1.76198 -1.51226
C -4.21590 -2.56738 -0.46966
O -4.31258 -3.75958 -0.46372
C -3.89323 -1.73453 0.78550
F -4.72698 -0.69523 0.90501
F -2.64215 -1.26392 0.70902
F -3.99509 -2.47563 1.88496
H -6.71092 -1.94488 -2.72818
H -6.25651 -3.21332 -3.88100
H -6.31660 -3.56110 -2.15055
H -4.36523 -1.64519 -3.52865
H -3.93469 -3.24004 -2.92136
C -2.98040 -5.85579 1.55839
C -1.64962 -5.80958 2.27465
O -1.21691 -7.11855 2.70723
C -0.72051 -7.90749 1.76944
O -0.57512 -7.65334 0.61062
C -0.29753 -9.24992 2.39771
F -1.27194 -9.75421 3.16276
F 0.78715 -9.07462 3.16489
F -0.00416 -10.13647 1.45318
H -3.73341 -6.32739 2.19206
H -3.30830 -4.85452 1.31030
H -2.91542 -6.43202 0.63667
H -1.73016 -5.22491 3.18842
H -0.87201 -5.35808 1.65863
C 5.17063 3.09399 1.67604
C 5.35725 2.05507 2.75892
O 4.08916 1.49257 3.16270
C 3.55786 0.61762 2.32815
O 4.01676 0.22447 1.29775
C 2.20293 0.13413 2.87734
F 1.44069 1.17340 3.25484
F 2.37498 -0.66153 3.93745
F 1.53986 -0.54793 1.94687
H 4.47607 3.86622 2.00872
H 6.12155 3.56074 1.42798
H 4.76272 2.64874 0.76976
H 5.76727 2.50456 3.66012
H 6.02860 1.25579 2.44687
*
```

Properties
HOMO energy = -10.257 eV
HOMO-LUMO gap = 9.127 eV
SMILES = C=CCC1=C(F)C(=O)OC1=O.CCOC(=O)C(F)(F)F.CCOC(=O)C(F)(F)F.CCOC(=O)C(F)(F)F.CCOC(=O)C(F)(F)F

# 2
Molecular formula: C23H25LaN3O4P2S
Method: DFT, ωB97M-V/def2-TZVPD

```
! wB97M-V def2-TZVPD RIJCOSX def2/J DEFGRID3
* xyz 3 1
N 2.78900 -2.71924 -5.29391
P 1.30951 -2.95724 -4.75071
C 1.08068 -1.63008 -3.42321
C 1.39435 -1.92713 -2.01973
C 1.27107 -0.88877 -0.96366
P 1.69881 -1.46018 0.73310
O 3.15119 -0.93142 1.06081
C 0.82247 0.51371 -1.25519
C 0.71982 1.62473 -0.16204
C -0.12582 1.24017 1.12445
C 0.83343 1.37588 2.38963
C 0.19725 0.82279 3.73354
C 0.89089 -0.48339 4.31865
C 1.40435 -0.35058 5.81252
C 0.77326 -1.50140 6.72563
S -0.79859 -0.93122 7.49785
C -2.08564 -0.95098 6.22860
N -2.91939 0.09968 6.12535
N -3.81757 -0.17273 5.13792
C -3.47244 -1.37420 4.66237
O -2.37399 -1.93340 5.29383
C 0.48602 0.77587 -2.66433
C 0.62555 -0.25812 -3.71560
C 0.27262 0.14479 -5.20574
O 0.92478 -0.22441 -6.14231
C -0.97419 1.06693 -5.33799
C -1.88416 0.89255 -6.45350
C -3.04060 1.78468 -6.52857
C -3.23640 2.76750 -5.45825
C -2.30711 2.93362 -4.33080
C -1.13505 2.07734 -4.27419
C -0.04547 2.16328 -3.16576
O 0.36100 3.22742 -2.77328
H 2.74857 -2.48528 -6.29089
H 0.36781 -2.80454 -5.80539
H 1.16436 -4.26230 -4.20174
H 1.74563 -2.95554 -1.75673
H 0.71956 -1.13376 1.70314
H 1.77061 -2.89018 0.72024
H 0.28550 2.58268 -0.56303
H 1.78388 1.90783 0.16875
H -0.90613 2.03986 1.26628
H -0.63294 0.24541 1.06511
H 1.82319 0.83168 2.24536
H 1.11317 2.45437 2.57008
H -0.87973 0.55484 3.53108
H 0.26869 1.61238 4.52985
H 0.12356 -1.30990 4.30943
H 1.73510 -0.85987 3.65952
H 2.53063 -0.39787 5.82840
H 1.06989 0.61721 6.26013
H 0.61778 -2.45480 6.15233
H 1.49201 -1.68073 7.56706
H -4.05074 -1.81253 3.81969
H -1.63875 0.09766 -7.19777
H -3.72010 1.66783 -7.40023
H -4.15147 3.40287 -5.55025
H -2.49651 3.71046 -3.54878
La 4.32679 0.50577 -0.00714
*
```

Properties
HOMO energy = -14.418 eV
HOMO-LUMO gap = 1.528 eV

Number 1: total energy -3017.369348 Eh. Number 2: total energy -2467.837153 Eh.